Entry 1:
64
Properties=species:S:1:pos:R:3:nbo_charge:R:1 method="wB97M-V/def2-TZVPD" smiles="CC(C)[C@H](NC(=O)c1ccccc1)C(=O)OCC(=O)N1C[C@@]2(C)C[C@@H]1CC(C)(C)C2" e_lumo_ev=0.51 largest_force_ev_per_a=0.81 de_lowest_kj_mol=46.5 e_homo_ev=-9.21
O -3.658 0.140 1.970 -0.613
O -0.007 0.971 0.394 -0.652
O 0.848 0.867 3.249 -0.590
O -0.750 -0.490 2.436 -0.515
N -2.135 1.845 2.130 -0.611
N 0.735 -0.787 -0.791 -0.439
C 3.838 -0.380 -0.538 -0.604
C -1.603 0.637 5.724 -0.604
C -2.916 0.121 -2.191 -0.226
C 3.398 -0.334 -2.007 -0.051
C -2.755 2.415 -0.640 -0.206
C -2.408 0.923 4.459 -0.230
C -1.485 1.537 3.398 -0.136
C -0.310 0.621 3.045 0.824
C 0.845 -0.046 -2.043 -0.036
C 1.616 -2.215 -2.429 -0.031
C -2.954 0.984 1.456 0.664
C -2.922 1.178 -0.028 -0.043
C -3.020 0.036 -0.815 -0.200
C 3.074 -1.749 -2.543 -0.397
C -3.563 1.875 4.756 -0.601
C -2.730 1.354 -2.794 -0.205
C 0.724 -1.154 -3.079 -0.412
C 0.294 -0.207 0.325 0.682
C 0.160 -1.117 1.560 -0.175
C 1.462 -3.601 -3.044 -0.600
C 2.209 0.635 -2.168 -0.407
C 4.585 0.212 -2.814 -0.593
C 1.111 -2.173 -0.979 -0.226
C -2.664 2.499 -2.018 -0.216
H -4.204 1.453 5.526 0.211
H 3.720 -2.471 -2.038 0.209
H 1.780 -3.591 -4.084 0.214
H -1.063 2.473 3.784 0.221
H -2.244 0.191 6.481 0.214
H 1.872 -2.492 -0.264 0.207
H 0.046 0.699 -2.084 0.242
H -1.507 2.354 1.519 0.413
H 1.076 -0.849 -4.061 0.217
H -0.305 -1.503 -3.160 0.212
H 2.282 1.421 -1.415 0.226
H -2.644 1.423 -3.869 0.212
H 5.454 -0.430 -2.692 0.207
H -2.535 3.462 -2.490 0.214
H 2.068 -4.327 -2.507 0.210
H 4.345 0.268 -3.874 0.202
H -1.183 1.557 6.127 0.201
H -2.713 3.316 -0.045 0.214
H 2.247 1.111 -3.149 0.207
H 0.235 -2.825 -0.865 0.197
H 4.231 0.591 -0.243 0.214
H 4.847 1.210 -2.472 0.210
H -0.785 -0.049 5.520 0.209
H -2.982 -0.773 -2.795 0.212
H -3.169 -0.916 -0.326 0.229
H 0.424 -3.924 -3.008 0.209
H 3.331 -1.782 -3.605 0.208
H -4.159 2.031 3.862 0.224
H 1.141 -1.237 2.038 0.224
H 4.625 -1.118 -0.396 0.204
H 3.017 -0.613 0.132 0.204
H -3.189 2.837 5.103 0.195
H -0.267 -2.088 1.310 0.212
H -2.812 -0.010 4.063 0.246

=====

Entry 2:
66
Properties=species:S:1:pos:R:3:nbo_charge:R:1 method="wB97M-V/def2-TZVPD" smiles="COc1ccc(NC(=O)COc2ccc(CNCCC[NH+]3CCOCC3)cc2OC)cc1" e_lumo_ev=-2.07 largest_force_ev_per_a=0.81 de_lowest_kj_mol=38.9 charge=+1 e_homo_ev=-10.27
O -3.057 0.863 -1.977 -0.466
O -0.488 -0.056 -1.595 -0.654
O 0.886 3.940 1.779 -0.504
O -3.398 2.829 -0.315 -0.492
O 4.398 -3.689 -4.089 -0.483
N 1.039 1.094 1.930 -0.442
N -0.560 -1.259 -3.533 -0.603
N -0.670 -0.080 3.562 -0.648
C 5.403 -3.638 -3.104 -0.254
C 2.891 -2.361 -2.706 -0.289
C 2.275 -3.152 -4.887 -0.235
C -2.906 1.400 1.592 -0.323
C -2.149 -0.050 3.490 -0.219
C 1.979 1.969 2.658 -0.249
C -0.032 3.134 1.079 -0.086
C -3.786 3.894 0.523 -0.254
C 1.045 -2.552 -4.760 -0.226
C 0.719 -1.843 -3.604 0.180
C 1.651 -1.758 -2.580 -0.243
C 3.220 -3.064 -3.860 0.308
C 0.510 -1.294 1.733 -0.443
C -2.527 -0.046 -2.903 -0.165
C -3.123 1.625 0.243 0.335
C 1.608 -0.244 1.633 -0.214
C -1.072 -0.440 -2.593 0.664
C -3.004 0.541 -0.659 0.271
C 1.302 3.311 2.960 -0.083
C 0.583 1.788 0.706 -0.279
C -0.056 -1.359 3.156 -0.232
C -2.608 0.126 2.070 -0.069
C -2.862 -0.741 -0.155 -0.259
C -2.667 -0.949 1.201 -0.227
H -4.135 4.678 -0.146 0.215
H -2.485 0.794 4.095 0.213
H -0.415 0.111 4.527 0.389
H -2.947 4.277 1.113 0.168
H 2.007 3.988 3.442 0.224
H -0.781 -2.175 3.224 0.207
H 0.924 -2.268 1.476 0.242
H 0.444 3.147 3.631 0.167
H 2.394 -0.459 2.360 0.212
H -0.307 3.680 0.177 0.227
H 2.283 1.488 3.588 0.221
H -3.141 -0.957 -2.976 0.197
H -0.281 -1.067 1.018 0.247
H 6.243 -4.196 -3.513 0.211
H -2.862 -1.591 -0.818 0.222
H -0.137 1.170 0.168 0.280
H 2.052 -0.238 0.636 0.228
H 2.859 2.141 2.033 0.225
H -2.567 0.477 -3.863 0.229
H 0.186 0.845 2.594 0.489
H -2.543 -1.957 1.565 0.215
H -1.144 -1.467 -4.332 0.402
H 3.595 -2.276 -1.892 0.216
H -0.928 2.968 1.692 0.174
H 5.717 -2.609 -2.904 0.176
H 5.077 -4.110 -2.172 0.175
H -2.568 -0.969 3.918 0.199
H -4.601 3.601 1.191 0.185
H 1.451 1.955 0.062 0.219
H -2.969 2.219 2.292 0.223
H 1.405 -1.215 -1.683 0.229
H 0.761 -1.591 3.846 0.207
H 0.327 -2.629 -5.564 0.211
H 2.537 -3.700 -5.778 0.236